1.
Molecular formula: C23H27F10IrN3P2
Method: DFT, ωB97M-V/def2-TZVPD

XYZ file:
```
66
C23H27F10IrN3P2 ωB97M-V/def2-TZVPD
Ir 0.0194 0.0436 0.3129
C 0.7638 -1.4768 2.7850
N 0.1580 -0.1668 2.4319
C -1.2222 -0.0821 2.9262
C -2.0455 -1.0685 2.1454
N -1.4522 -1.2243 0.8037
C -2.0258 -2.1976 -0.0092
C -1.1943 -2.9470 -0.8472
F 0.1405 -2.7013 -0.8481
C -1.6486 -3.9704 -1.6536
F -0.8039 -4.6273 -2.4367
C -2.9963 -4.2965 -1.6523
F -3.4511 -5.2577 -2.4343
C -3.8570 -3.5966 -0.8230
F -5.1451 -3.8865 -0.8149
C -3.3704 -2.5849 -0.0075
F -4.2642 -1.9373 0.7556
C 0.9584 0.9498 2.9539
C 2.3261 0.8769 2.3552
N 2.2177 0.7469 0.8892
C 3.3888 0.8475 0.2252
C 3.4059 1.1528 -1.1552
F 2.2514 1.4304 -1.7520
C 4.5451 1.2933 -1.9055
F 4.4645 1.6132 -3.1845
C 5.7928 1.1219 -1.3057
F 6.8874 1.2463 -2.0087
C 5.8558 0.8318 0.0569
F 7.0271 0.6605 0.6318
C 4.7016 0.7129 0.7978
F 4.8723 0.3952 2.0770
H 0.9606 -1.5183 3.8590
H 1.6932 -1.6253 2.2402
H 0.0863 -2.2778 2.5102
H -1.5727 0.9336 2.7673
H -1.2727 -0.2820 4.0015
H -3.0836 -0.7462 2.1406
H -2.0520 -2.0539 2.6224
H 1.0184 0.9245 4.0470
H 0.4631 1.8747 2.6602
H 2.8889 0.0441 2.7722
H 2.8757 1.7841 2.6203
C -1.7884 -0.4476 -2.7432
P -0.2440 0.1253 -1.9800
C 1.0342 -0.5711 -3.0760
C -0.3194 1.8966 -2.3776
C -1.3211 2.5833 -1.4740
P -1.3775 1.8122 0.1952
C -3.1222 1.3470 0.3443
C -1.2586 3.2149 1.3323
H -1.8070 -0.0248 -3.7503
H -2.6735 -0.1159 -2.2063
H -1.8181 -1.5243 -2.8338
H 1.4969 0.2266 -3.6519
H 0.5788 -1.2879 -3.7584
H 1.8054 -1.0863 -2.5063
H -0.5546 2.0411 -3.4343
H 0.6619 2.3144 -2.2090
H -2.3402 2.5630 -1.8631
H -1.0451 3.6337 -1.3654
H -3.7318 2.1844 0.0002
H -3.3817 1.1491 1.3790
H -3.3528 0.4662 -0.2462
H -1.9909 3.9563 1.0079
H -0.2632 3.6589 1.3122
H -1.4928 2.9257 2.3545
```

Calculated values
* E_LUMO (alpha / beta): -7.036 / -8.396 eV
* Kohn-Sham gap (alpha / beta): 6.7 / 5.3 eV
* E_HOMO (alpha / beta): -13.765 / -13.740 eV
* spin multiplicity: 2
* net charge: +2

2.
Molecular formula: C23H27F17N3O7P
Method: DFT, ωB97M-V/def2-TZVPD

XYZ file:
```
78
C23H27F17N3O7P ωB97M-V/def2-TZVPD
C 1.4983 -1.8738 2.0681
C 1.6547 -0.6502 0.9572
O 1.9379 -1.1218 -0.4088
P 0.6260 -2.0506 -1.0773
O 0.9071 -3.5880 -0.6848
C -1.0535 -1.4198 -0.4006
C -1.3938 0.0002 -1.1493
C -3.0201 0.0877 -1.3262
C -3.8037 0.9672 -0.1879
C -2.9427 1.2689 1.1760
N -2.2810 1.7672 2.1829
C -5.2408 0.3012 0.3123
C -4.8909 -0.6800 1.5944
N -4.5751 -1.4316 2.6065
C -6.0795 -0.4486 -0.8800
O -6.3303 0.2239 -2.0062
N -6.5318 -1.8855 -0.5918
C -7.7303 -2.2766 -1.4272
O -8.8273 -1.4895 -1.5494
F -7.7653 -3.6000 -2.1137
O 0.7784 -1.9697 -2.8189
C -0.3903 -2.5478 -3.5011
C -1.0893 -1.5616 -4.6208
H 1.3833 -1.3854 3.1514
H 0.5365 -2.5230 1.9098
H 2.4988 -2.5236 2.0304
H 2.6242 -0.0444 1.3006
H 0.7702 0.1422 1.0193
H -1.8410 -2.2867 -0.6326
H -1.0462 -1.3410 0.7906
H -0.9451 -0.0939 -2.2516
H -0.8876 0.9450 -0.6807
H -3.4102 -1.0168 -1.4547
H -3.2108 0.6121 -2.3815
H -4.1111 1.9934 -0.7150
H -5.8980 1.1934 0.6938
H -5.7537 -2.5672 -0.7281
H -1.2040 -2.9538 -2.7474
H 0.0116 -3.4920 -4.1108
H -0.5335 -0.5109 -4.5933
H -1.0469 -1.9627 -5.7200
H -2.2108 -1.3377 -4.2786
F 6.9147 -2.1301 -3.0793
C 7.2962 -1.2214 -4.0051
F 8.0245 -0.2843 -3.3401
C 6.1074 -0.5753 -4.7084
F 5.3388 0.1295 -3.8359
F 6.5909 0.3456 -5.6031
C 5.2152 -1.5461 -5.4969
O 4.0336 -1.9956 -4.8284
C 4.2099 -3.1136 -3.9615
F 5.4487 -3.6291 -4.1413
F 3.3429 -4.0646 -4.4057
C 3.9056 -2.7824 -2.4952
F 4.7090 -1.7914 -2.0310
F 4.1186 -3.8600 -1.6950
H 7.9632 -1.7107 -4.7212
H 4.8394 -0.9875 -6.3633
H 5.7821 -2.3771 -5.9339
H 2.8679 -2.4603 -2.3723
F -0.2783 6.1231 5.7629
C 0.9077 5.8460 6.3503
F 1.8337 6.6174 5.7193
C 1.2777 4.3705 6.2433
F 1.4433 3.9942 4.9473
F 2.5007 4.1938 6.8392
C 0.2977 3.4055 6.9280
O -0.6716 2.7878 6.0771
C -1.8478 3.5554 5.8326
F -1.8598 4.6309 6.6549
F -2.8881 2.7719 6.2293
C -2.0172 3.9289 4.3549
F -0.9667 4.6598 3.9019
F -3.1277 4.6892 4.1657
H 0.8648 6.1698 7.3946
H 0.8991 2.5686 7.3045
H -0.1593 3.8381 7.8262
H -2.0998 3.0349 3.7306
```

Calculated values
* E_LUMO: -1.675 eV
* Kohn-Sham gap: 8.5 eV
* E_HOMO: -10.210 eV
* net charge: 0
* structure (SMILES): CCOP(=O)(CCC[C@H](C#N)[C@H](C#N)C(=O)NC(=O)F)OCC.FC(F)C(F)(F)COC(F)(F)C(F)F.FC(F)C(F)(F)COC(F)(F)C(F)F

3.
Molecular formula: C23H27KN6O4S3
Method: DFT, ωB97M-V/def2-TZVPD

XYZ file:
```
64
C23H27KN6O4S3 ωB97M-V/def2-TZVPD
K -0.5530 -1.0207 -0.5563
N 0.7048 -3.0761 -3.5548
C 1.7612 -2.1867 -3.5515
S 3.3548 -2.8602 -3.7061
N 1.5604 -0.8963 -3.4642
N 0.2142 -0.6051 -3.2063
C -0.1223 0.6023 -3.4481
C -1.4444 1.1972 -3.2421
C -1.5886 2.5205 -3.6674
C -2.7757 3.2275 -3.5760
C -3.8827 2.5722 -3.0253
C -3.7869 1.2731 -2.5841
C -2.5715 0.5104 -2.6478
O -2.5256 -0.6726 -2.1880
H 0.9430 -4.0068 -3.2633
H -0.1798 -2.6850 -3.2587
H 0.6413 1.2733 -3.8593
H -0.7148 3.0089 -4.0914
H -2.8398 4.2543 -3.9150
H -4.8319 3.0952 -2.9385
H -4.6434 0.7705 -2.1469
C 5.1390 -2.7275 -0.6671
N 3.8287 -3.0350 -0.1256
C 3.5292 -4.4537 -0.0654
C 2.7678 -2.1856 -0.2050
O 1.6245 -2.5588 0.0174
C 3.0414 -0.7292 -0.5697
O 1.9669 0.1087 -0.2279
C 1.9037 0.4026 1.1447
C 0.8486 1.4850 1.3399
O 0.1265 1.8257 0.4213
N 0.7851 2.0575 2.5787
C 1.4492 1.5024 3.7427
C -0.3492 2.9073 2.8833
H 5.2023 -3.0381 -1.7131
H 5.8929 -3.2464 -0.0687
H 5.3464 -1.6630 -0.6237
H 3.3850 -4.8492 -1.0767
H 2.6242 -4.6057 0.5149
H 4.3658 -4.9686 0.4114
H 3.1458 -0.6858 -1.6586
H 3.9608 -0.3629 -0.0976
H 2.8835 0.7630 1.4900
H 1.6272 -0.4757 1.7475
H 0.8295 0.7596 4.2513
H 1.6763 2.3185 4.4340
H 2.3854 1.0213 3.4733
H -0.8353 3.1992 1.9571
H -0.0099 3.7962 3.4229
H -1.0740 2.3730 3.5063
S 0.1877 -1.9594 3.8898
C -1.1118 -0.9801 3.4102
N -1.3178 -0.3922 2.2567
C -2.4973 0.3335 2.2333
C -2.9749 1.0579 1.1356
C -4.1816 1.7285 1.2409
C -4.9201 1.7081 2.4244
C -4.4577 1.0029 3.5248
C -3.2548 0.3191 3.4198
S -2.4128 -0.6414 4.5968
H -2.4125 1.0996 0.2121
H -4.5460 2.2718 0.3775
H -5.8613 2.2419 2.4838
H -5.0253 0.9790 4.4478
```

Calculated values
* ΔE to the lowest compared entry with this formula, charge and spin: 0.00 kcal/mol
* E_LUMO: 4.167 eV
* Kohn-Sham gap: 5.4 eV
* E_HOMO: -1.236 eV
* net charge: -2

4.
Molecular formula: C23H27MoN2O3S
Method: DFT, ωB97M-V/def2-TZVPD

XYZ file:
```
57
C23H27MoN2O3S ωB97M-V/def2-TZVPD
Mo -0.6210 0.1765 0.9889
C -3.9255 -2.0317 2.3904
C -2.4715 -1.9465 2.1264
O -2.0413 -0.7462 1.6627
C -1.5409 -2.9051 2.3067
C -0.1434 -2.7283 2.0767
C 0.7765 -3.8304 2.4614
N 0.3477 -1.6064 1.5513
N 1.7254 -1.5898 1.4447
C 2.1682 -0.4280 1.1710
O 1.1411 0.5353 1.0385
C 3.5204 0.0063 0.9686
C 4.5507 -0.9436 1.0414
C 5.8564 -0.5363 0.8651
C 6.1403 0.8045 0.6177
C 5.1208 1.7487 0.5449
C 3.8096 1.3545 0.7195
H -4.4972 -1.6110 1.5630
H -4.1665 -1.4591 3.2905
H -4.2215 -3.0654 2.5503
H -1.8657 -3.8676 2.6741
H 0.2190 -4.7158 2.7501
H 1.3882 -3.5026 3.3076
H 1.4695 -4.0570 1.6519
H 4.3189 -1.9810 1.2396
H 6.6591 -1.2580 0.9232
H 7.1675 1.1167 0.4830
H 5.3569 2.7868 0.3579
H 3.0152 2.0877 0.6723
C -1.1082 1.8810 2.1520
C -1.4145 2.4539 0.8488
C -0.4176 3.1523 0.1130
C -0.7703 3.8992 -0.9929
C -2.1078 3.9681 -1.3800
C -3.0988 3.2444 -0.7095
C -2.7617 2.4848 0.3878
H -1.9440 1.6872 2.8170
H -0.2076 2.2244 2.6560
H 0.6030 3.1623 0.4772
H -0.0226 4.4759 -1.5208
H -2.3872 4.6057 -2.2102
H -4.1322 3.3249 -1.0197
H -3.5302 1.9783 0.9614
O -0.8294 -0.2425 -0.9003
S -1.3372 0.5399 -2.2100
C -2.4702 -0.6755 -2.9606
C -1.8280 -1.0933 -4.2857
C -0.3223 -1.1172 -4.0473
C 0.0001 0.2181 -3.3858
H -3.4565 -0.2226 -3.0394
H -2.4938 -1.4931 -2.2369
H -2.0827 -0.3801 -5.0711
H -2.2215 -2.0630 -4.5878
H 0.2387 -1.2154 -4.9755
H -0.0383 -1.9452 -3.3959
H -0.0543 1.0548 -4.0883
H 0.9384 0.2855 -2.8347
```

Calculated values
* ΔE to the lowest compared entry with this formula, charge and spin: 0.33 kcal/mol
* E_LUMO: -11.691 eV
* Kohn-Sham gap: 5.2 eV
* E_HOMO: -16.920 eV
* net charge: +3

5.
Molecular formula: C23H27MoN4O2S
Method: DFT, ωB97M-V/def2-TZVPD

XYZ file:
```
58
C23H27MoN4O2S ωB97M-V/def2-TZVPD
Mo -0.5838 1.1711 0.5677
O 0.5945 1.9960 2.0265
N 0.7023 1.3749 3.2280
C 1.8998 1.3634 3.8796
C 1.9275 0.8098 5.1651
C 0.7910 0.1780 5.6681
C -0.3565 0.0686 4.8974
C -0.4638 0.6903 3.6481
S -1.8001 0.6222 2.6539
H 2.7854 1.8498 3.4003
H 2.8622 0.8324 5.6473
H 0.8558 -0.3717 6.5925
H -1.2128 -0.5318 5.1507
N -4.4923 -2.4428 -1.0690
C -5.1812 -1.3244 -1.2624
O -6.4213 -1.2254 -1.1432
C -4.2834 -0.1359 -1.3082
C -4.6152 0.8797 -2.2041
C -3.8998 2.0280 -2.1400
C -2.7995 2.1564 -1.3124
N -2.4587 1.1179 -0.4882
C -3.2243 0.0164 -0.4359
H -5.0206 -3.2960 -0.8763
H -3.5016 -2.5358 -1.3938
H -5.4392 0.7158 -2.8820
H -4.1291 2.8658 -2.8024
H -2.1169 3.0186 -1.2952
H -2.8748 -0.7702 0.2498
C 0.7479 -2.1065 1.4863
C 0.7511 -2.5413 -0.0077
C -0.6145 -2.5652 -0.6746
C 1.6035 -1.7366 -0.9593
C 2.5142 -2.4432 -1.7645
C 3.3677 -1.7637 -2.5872
C 3.5379 -0.3605 -2.4887
C 2.5413 0.3209 -1.8233
C 2.6000 1.8254 -1.9301
C 1.2830 2.4229 -2.3358
C 3.4169 2.5368 -0.8179
C 1.6061 -0.3448 -1.0298
N 0.5758 0.3355 -0.4580
H 0.4307 -2.8791 2.2540
H 0.1600 -1.1965 1.5876
H 1.6953 -1.6677 1.6858
H 1.1839 -3.5429 -0.0221
H -1.0966 -1.5923 -0.6860
H -1.3044 -3.2070 -0.0625
H -0.5250 -2.8170 -1.7235
H 2.4243 -3.5426 -1.7182
H 4.0599 -2.3719 -3.1478
H 4.3268 0.1069 -3.0224
H 3.2241 2.0083 -2.8029
H 1.5741 3.4158 -2.7663
H 0.6312 2.6803 -1.5132
H 0.8061 1.7827 -3.1532
H 2.9758 2.3993 0.1640
H 3.5116 3.5864 -1.0889
H 4.4476 2.1366 -0.7560
```

Calculated values
* ΔE to the lowest compared entry with this formula, charge and spin: 19.47 kcal/mol
* E_LUMO (alpha / beta): -3.592 / -3.672 eV
* Kohn-Sham gap (alpha / beta): 7.4 / 7.4 eV
* E_HOMO (alpha / beta): -10.985 / -11.045 eV
* spin multiplicity: 3
* net charge: +1

6.
Molecular formula: C23H27N3O2
Method: DFT, ωB97M-V/def2-TZVPD

XYZ file:
```
55
C23H27N3O2 ωB97M-V/def2-TZVPD
C 0.2941 -4.5716 0.7320
C 0.4711 -3.1020 1.1061
O -0.6958 -2.5346 1.6667
C -1.6637 -2.0434 0.8469
C -1.6913 -2.1644 -0.5371
C -2.6969 -1.5447 -1.2627
C -3.6959 -0.8118 -0.6422
C -4.6777 -0.0115 -1.4536
C -4.4196 1.4969 -1.2550
N -3.0060 1.7791 -1.1519
C -2.4517 2.1506 0.0282
O -3.1081 2.5798 0.9573
C -0.9665 2.0125 0.1200
C -0.2685 2.9299 0.9358
C 1.0734 2.8053 1.1524
C 1.7742 1.7233 0.5823
N 3.0932 1.5700 0.8033
C 3.7106 0.5392 0.2820
C 5.1869 0.4745 0.5494
C 5.9094 1.6014 -0.1915
C 2.9977 -0.4286 -0.4876
C 3.6377 -1.6500 -1.0823
C 4.4036 -1.3141 -2.3630
N 1.7161 -0.2902 -0.7226
C 1.0730 0.7827 -0.2162
C -0.3022 0.9560 -0.4538
C -3.6928 -0.7431 0.7481
C -2.6964 -1.3480 1.4809
H 1.2346 -4.9707 0.3612
H -0.4682 -4.6933 -0.0332
H -0.0096 -5.1391 1.6081
H 0.8066 -2.5091 0.2463
H 1.2240 -3.0152 1.8959
H -0.9254 -2.7045 -1.0705
H -2.6868 -1.6297 -2.3416
H -5.7040 -0.2325 -1.1558
H -4.5679 -0.2660 -2.5100
H -4.8552 2.0664 -2.0820
H -4.8596 1.8435 -0.3177
H -2.4101 1.3952 -1.8682
H -0.8356 3.7291 1.3887
H 1.6203 3.5038 1.7662
H 5.3402 0.6123 1.6217
H 5.6001 -0.4901 0.2594
H 5.5049 2.5609 0.1192
H 5.7774 1.5056 -1.2675
H 6.9734 1.5776 0.0312
H 4.3062 -2.1186 -0.3577
H 2.8405 -2.3554 -1.3226
H 5.2238 -0.6300 -2.1628
H 3.7354 -0.8501 -3.0848
H 4.8113 -2.2218 -2.8018
H -0.8057 0.2094 -1.0475
H -4.4646 -0.1878 1.2589
H -2.6771 -1.2751 2.5565
```

Calculated values
* ΔE to the lowest compared entry with this formula, charge and spin: 27.61 kcal/mol
* E_LUMO: -0.175 eV
* Kohn-Sham gap: 8.1 eV
* E_HOMO: -8.276 eV
* net charge: 0
* structure (SMILES): CCOc1ccc(CCNC(=O)c2ccc3nc(CC)c(CC)nc3c2)cc1

Molecular weight values (in g mol⁻¹) by entry order: 789.63, 811.42, 586.81, 507.49, 519.50, 377.49.